[1]
C4H6CrO3 | the ωB97M-V functional and the def2-TZVPD basis

CARTESIAN COORDINATES (ANGSTROEM)
C  1.257  2.170  1.501
C  1.162  0.910  1.212
O  2.099  3.087  1.731
H  0.647  1.169  2.437
H  2.025  0.300  0.936
H  2.199  3.733  1.009
O  -0.076  -0.057  -0.147
C  0.124  -0.937  -0.987
O  -0.821  -1.909  -1.115
Cr  1.253  -2.399  -1.900
C  -2.219  -1.571  -1.158
H  -2.584  -1.454  -0.131
H  -2.361  -0.640  -1.717
H  -2.706  -2.403  -1.671

Output
Molar mass: 154.1 u
Gap between HOMO and LUMO (spin up / spin down): 7.2 / 8.2 eV
Charge: +2
Spin multiplicity: 5
HOMO (spin up / spin down): -17.414 / -17.444 eV
Lowest unoccupied orbital energy (spin up / spin down): -10.16 / -9.21 eV
Relative energy (zero: lowest compared OMol25 entry of this formula, charge and spin): 114.0 kcal per mole

Löwdin population analysis, charges in e, atoms 1 to 8:
1 C -0.0566
2 C 0.1052
3 O 0.2299
4 H 0.2848
5 H 0.1579
6 H 0.1951
7 O 0.0030
8 C -0.3599

***

[2]
C5H10NS | the ωB97M-V functional and the def2-TZVPD basis

CARTESIAN COORDINATES (ANGSTROEM)
C  -1.452  0.547  0.753
C  -1.052  -0.841  0.098
C  -1.135  1.675  -0.132
C  0.378  -1.075  0.546
C  1.945  -0.163  -1.099
N  1.131  0.030  0.126
S  2.824  0.264  0.444
H  -2.639  0.676  0.796
H  -1.142  0.465  1.836
H  -1.509  -1.733  0.409
H  -1.008  -0.996  -1.045
H  -1.001  1.763  -1.245
H  -0.997  2.725  0.398
H  0.549  -1.051  1.565
H  0.899  -1.877  0.046
H  2.183  -1.073  -1.567
H  2.026  0.663  -1.928

Output
Molar mass: 116.2 u
Gap between HOMO and LUMO (spin up / spin down): 5.8 / 5.8 eV
Charge: +1
Spin multiplicity: 1
HOMO (spin up / spin down): -12.530 / -12.530 eV
Lowest unoccupied orbital energy (spin up / spin down): -6.71 / -6.71 eV
Relative energy (zero: lowest compared OMol25 entry of this formula, charge and spin): 140.9 kcal per mole

Löwdin population analysis, charges in e, atoms 1 to 8:
1 C -0.2018
2 C -0.1402
3 C 0.2745
4 C -0.2867
5 C -0.3809
6 N -0.4900
7 S 0.9150
8 H 0.2064

***

[3]
C49H68ClF12NO10S | the ωB97M-V functional and the def2-TZVPD basis

CARTESIAN COORDINATES (ANGSTROEM)
C  -1.339  -10.558  -2.860
C  -1.574  -9.601  -3.827
C  -0.648  -9.363  -5.091
C  -0.873  -7.853  -5.502
C  -2.079  -7.609  -6.328
C  -2.379  -6.243  -6.709
C  -1.554  -5.074  -6.324
C  -0.345  -5.377  -5.540
C  0.007  -6.754  -5.124
C  1.294  -6.984  -4.261
C  1.126  -6.305  -2.839
C  -0.148  -6.840  -2.061
O  1.089  -4.869  -2.894
N  -1.900  -3.718  -6.683
C  -3.289  -3.407  -6.418
C  -3.711  -2.185  -5.704
C  -2.675  -1.143  -5.184
C  -2.467  -1.161  -3.612
C  -2.623  0.309  -3.016
C  -1.254  1.115  -3.039
C  -1.274  2.253  -1.919
C  -1.120  1.579  -0.488
C  -1.011  2.695  0.626
C  -0.757  2.059  2.056
C  -0.446  3.244  3.047
C  -0.223  2.772  4.551
C  1.191  2.090  4.645
O  2.203  3.053  4.297
C  3.187  3.182  5.338
C  -5.140  -1.894  -5.451
C  -6.205  -2.782  -5.888
C  -7.731  -2.574  -5.634
Cl  -7.889  -1.492  -4.152
C  -8.447  -3.945  -5.244
C  -7.690  -4.711  -4.072
C  -5.800  -4.006  -6.605
C  -4.401  -4.291  -6.847
S  -3.867  -5.827  -7.696
H  -2.161  -11.268  -2.591
H  -0.372  -10.608  -2.295
H  -2.450  -8.903  -3.711
H  -1.036  -10.057  -5.888
H  0.421  -9.592  -4.856
H  -2.751  -8.429  -6.660
H  0.348  -4.549  -5.233
H  2.238  -6.688  -4.786
H  1.398  -8.089  -4.051
H  2.026  -6.610  -2.237
H  -1.104  -6.672  -2.619
H  -0.052  -7.906  -1.741
H  -0.220  -6.212  -1.121
H  0.210  -4.600  -2.572
H  -1.277  -3.126  -6.133
H  -2.975  -0.099  -5.489
H  -1.671  -1.307  -5.670
H  -3.182  -1.863  -3.093
H  -1.437  -1.510  -3.319
H  -3.009  0.254  -1.965
H  -3.357  0.928  -3.613
H  -1.090  1.654  -4.011
H  -0.363  0.467  -2.820
H  -0.394  2.951  -2.028
H  -2.239  2.829  -1.927
H  -0.157  0.992  -0.516
H  -2.006  0.945  -0.219
H  -2.016  3.208  0.661
H  -0.177  3.427  0.438
H  0.116  1.348  1.983
H  -1.652  1.476  2.408
H  -1.330  3.947  2.995
H  0.434  3.810  2.644
H  -1.012  2.002  4.759
H  -0.323  3.643  5.248
H  1.244  1.282  3.858
H  1.341  1.641  5.667
H  3.971  3.886  4.946
H  2.699  3.600  6.250
H  3.665  2.182  5.512
H  -5.394  -0.967  -4.876
H  -8.292  -2.180  -6.517
H  -8.402  -4.636  -6.137
H  -9.534  -3.806  -5.016
H  -6.986  -5.436  -4.574
H  -8.368  -5.325  -3.431
H  -7.032  -4.033  -3.465
H  -6.534  -4.759  -6.990
C  4.824  4.676  2.329
C  5.681  5.137  1.168
O  5.541  6.553  0.956
C  6.285  7.339  1.744
O  7.033  6.942  2.591
C  6.075  8.808  1.377
F  4.776  9.110  1.195
F  6.711  9.126  0.235
F  6.534  9.638  2.323
H  3.783  4.971  2.182
H  4.873  3.592  2.436
H  5.155  5.131  3.265
H  5.348  4.652  0.250
H  6.730  4.870  1.311
C  6.557  7.818  7.976
C  5.562  7.509  9.076
O  4.216  7.541  8.570
C  3.795  6.432  7.952
O  4.455  5.444  7.800
C  2.340  6.591  7.511
F  2.104  7.785  6.937
F  1.491  6.492  8.551
F  1.974  5.658  6.622
H  6.315  8.768  7.496
H  7.569  7.872  8.378
H  6.534  7.052  7.198
H  5.620  8.274  9.851
H  5.773  6.550  9.552
C  1.697  -4.916  1.490
C  1.535  -6.405  1.720
O  2.119  -6.792  2.975
C  1.359  -6.597  4.060
O  0.256  -6.131  4.044
C  2.084  -7.096  5.311
F  3.373  -6.714  5.340
F  2.075  -8.441  5.381
F  1.521  -6.643  6.438
H  2.747  -4.628  1.568
H  1.327  -4.637  0.502
H  1.151  -4.341  2.240
H  2.070  -6.955  0.945
H  0.488  -6.709  1.669
C  1.484  8.718  1.794
C  0.494  8.373  2.886
O  -0.850  8.376  2.376
C  -1.240  7.261  1.746
O  -0.552  6.294  1.586
C  -2.698  7.384  1.304
F  -2.962  8.577  0.741
F  -3.542  7.250  2.345
F  -3.037  6.450  0.405
H  1.220  9.667  1.322
H  2.493  8.794  2.200
H  1.484  7.960  1.008
H  0.530  9.131  3.669
H  0.728  7.415  3.354

Output
Molar mass: 1126.6 u
Gap between HOMO and LUMO: 8.1 eV
Charge: 0
Spin multiplicity: 1
HOMO: -7.772 eV
Lowest unoccupied orbital energy: 0.30 eV

Löwdin population analysis, charges in e, atoms 1 to 8:
1 C -0.0329
2 C -0.1769
3 C -0.1365
4 C -0.1715
5 C -0.0414
6 C -0.4168
7 C -0.2142
8 C 0.0432

***

[4]
C5H14N5S | the ωB97M-V functional and the def2-TZVPD basis

CARTESIAN COORDINATES (ANGSTROEM)
C  3.125  -1.040  -0.432
C  -1.293  -1.078  1.691
C  -0.866  1.831  -0.947
C  -2.009  -0.251  -1.199
C  -0.484  -0.013  0.867
N  1.865  -1.611  -1.092
N  0.805  -1.228  -0.630
N  2.749  -0.107  0.555
N  0.684  -0.419  0.325
N  -1.467  0.753  -0.178
S  2.967  1.463  0.547
H  3.544  -1.872  0.245
H  3.769  -0.851  -1.334
H  -1.886  -1.729  1.090
H  -1.822  -0.748  2.575
H  -0.608  -1.794  2.159
H  -0.312  1.387  -1.673
H  -1.564  2.280  -1.546
H  -0.340  2.543  -0.326
H  -2.346  -1.092  -0.686
H  -2.939  0.296  -1.599
H  -1.426  -0.456  -2.077
H  -0.101  0.840  1.516
H  -2.267  1.092  0.434
H  2.219  1.803  1.717

Output
Molar mass: 176.3 u
Gap between HOMO and LUMO (spin up / spin down): 7.5 / 7.4 eV
Charge: +1
Spin multiplicity: 1
HOMO (spin up / spin down): -11.838 / -11.871 eV
Lowest unoccupied orbital energy (spin up / spin down): -4.37 / -4.49 eV
Relative energy (zero: lowest compared OMol25 entry of this formula, charge and spin): 46.7 kcal per mole

Löwdin population analysis, charges in e, atoms 1 to 8:
1 C -0.2858
2 C 0.0004
3 C -0.0145
4 C 0.0103
5 C -0.2994
6 N 0.0540
7 N -0.0488
8 N -0.4548